Formula: C63H140F2N8O4S2
Source: the Open Molecules 2025 dataset
Level of theory: the ωB97M-V functional and the def2-TZVPD basis

XYZ file:
```
219
Properties=species:S:1:pos:R:3:forces:R:3:mulliken_charge:R:1
C 5.773398 -4.698120 -16.411954 1.07 0.41 0.19 -1.349
C 5.962926 -3.283693 -17.005195 -0.23 -0.27 0.30 0.676
C 7.318294 -2.671279 -16.661588 0.30 -0.30 0.03 -1.004
N 7.596338 -1.292620 -17.218787 0.41 0.09 -0.18 0.167
C 8.778831 -0.697958 -16.493964 0.65 1.06 0.50 -0.662
C 8.516943 -0.185305 -15.072518 0.13 -0.60 -0.59 -0.605
C 7.298284 0.715952 -15.020989 -0.14 -0.24 1.01 -0.978
C 6.096728 0.023691 -15.656652 0.48 0.62 -0.87 -0.260
C 6.425015 -0.339913 -17.105257 -0.38 -0.17 0.05 -0.911
C 7.979473 -1.389999 -18.677621 -1.50 -0.12 0.41 -1.022
H 6.505558 -5.440780 -16.738965 -0.05 0.17 -0.48 0.467
H 4.777199 -5.068592 -16.642046 -0.07 -0.03 0.28 0.138
H 5.999783 -4.631851 -15.343741 -0.62 -0.11 0.14 0.422
H 5.192420 -2.672096 -16.527966 -0.06 0.11 -0.21 -0.311
H 5.746983 -3.318875 -18.074882 0.20 0.19 -0.04 0.260
H 8.154007 -3.289781 -16.995594 -0.10 -0.03 -0.25 0.385
H 7.462557 -2.625115 -15.582056 -0.30 0.19 0.03 0.328
H 9.636469 -1.371022 -16.491755 -0.32 -0.41 -0.24 0.385
H 9.093921 0.174233 -17.072152 -0.17 -0.11 -0.26 0.453
H 8.412752 -1.025254 -14.379751 -0.19 0.03 0.02 0.315
H 9.454924 0.285758 -14.776946 -0.15 0.28 0.05 0.435
H 7.078993 0.900077 -13.967168 -0.06 0.14 -0.06 0.379
H 7.420678 1.702846 -15.468920 0.34 -0.12 -0.19 0.378
H 5.773156 -0.854805 -15.097245 -0.15 0.09 0.10 0.219
H 5.321920 0.789355 -15.726565 -0.40 -0.40 0.19 0.436
H 5.575480 -0.771946 -17.636552 0.09 -0.32 0.13 0.457
H 6.657167 0.544343 -17.699868 0.39 0.09 0.28 0.586
H 7.137935 -1.902521 -19.146955 0.27 -0.22 -0.19 0.435
H 8.904832 -1.941313 -18.791767 0.14 0.20 -0.03 0.393
H 7.949691 -0.381569 -19.078613 0.66 -0.01 -0.06 0.392
C -4.865853 -7.196751 -14.134739 -0.02 -0.26 1.15 -1.045
C -5.224870 -5.713424 -14.338459 -0.14 -1.36 -0.24 0.809
C -6.758509 -5.657999 -14.467841 1.09 0.95 -0.43 -1.091
N -7.327308 -4.309278 -14.902156 -1.05 -1.13 0.15 0.464
C -8.787975 -4.625492 -15.308428 0.03 -0.06 0.36 -0.603
C -9.687752 -3.403246 -15.459403 0.14 -0.57 -0.08 -0.688
C -9.607387 -2.482080 -14.246852 0.59 1.01 -1.20 -0.736
C -8.145033 -2.098705 -13.977594 -0.58 -1.31 1.46 -0.677
C -7.322908 -3.375522 -13.727125 0.15 1.55 -0.52 -0.639
C -6.631772 -3.758560 -16.092920 0.03 0.54 0.44 -0.957
H -3.836214 -7.379853 -13.827385 0.14 0.41 -0.35 -0.139
H -5.046524 -7.828138 -15.003670 -0.25 0.07 -0.02 -0.065
H -5.406207 -7.576657 -13.261187 -0.33 -0.22 -0.33 0.604
H -4.685742 -5.449939 -15.251375 -0.17 0.70 0.14 -0.213
H -4.890803 -5.186372 -13.446665 0.11 0.41 -0.26 0.319
H -7.176948 -5.862303 -13.486522 -0.30 -0.22 -0.15 0.351
H -7.096603 -6.365867 -15.221768 -0.06 -0.18 0.13 0.379
H -9.192710 -5.303830 -14.555022 0.19 0.11 0.19 0.479
H -8.676443 -5.210405 -16.221762 -0.19 0.13 -0.11 0.366
H -10.706008 -3.786958 -15.542061 0.03 -0.02 -0.22 0.408
H -9.440014 -2.935462 -16.413938 -0.17 0.42 0.16 0.365
H -10.116431 -2.924919 -13.392796 0.24 -0.02 0.17 0.322
H -10.094842 -1.533929 -14.476661 -0.45 -0.22 0.04 0.364
H -8.139972 -1.626466 -12.992084 0.23 0.41 -0.20 0.409
H -7.695145 -1.421452 -14.698713 -0.12 -0.04 -0.16 0.325
H -7.735865 -3.888398 -12.862381 0.05 -0.24 -0.08 0.434
H -6.303804 -3.037340 -13.532036 0.18 -0.58 0.04 0.367
H -7.202594 -2.922051 -16.488544 0.00 0.03 0.13 0.568
H -6.550122 -4.497535 -16.885717 0.09 -0.23 0.20 0.021
H -5.665656 -3.400367 -15.746683 0.12 -0.03 -0.31 0.385
C 3.880333 -7.431942 -19.896724 1.02 -0.39 -0.31 -1.148
C 5.111377 -7.033663 -20.724012 0.05 -0.36 -0.89 -0.151
C 4.787847 -6.442686 -22.106970 -0.01 -0.54 0.50 -0.876
N 5.989213 -6.237180 -22.983439 1.47 0.36 -0.47 0.401
C 5.518838 -5.477581 -24.219156 -0.70 -0.12 -0.48 -0.592
C 6.589109 -4.871925 -25.098394 1.05 0.23 -0.46 -0.783
C 7.566576 -4.033173 -24.283009 -0.28 -0.23 0.52 -0.652
C 8.153723 -4.911638 -23.184190 0.16 -0.45 -0.34 -0.789
C 7.074711 -5.455149 -22.253512 0.01 0.65 -0.24 -0.894
C 6.620072 -7.523362 -23.478078 -0.77 -0.24 0.24 -0.904
H 3.378439 -8.308639 -20.307120 -0.23 0.25 -0.31 0.277
H 3.192994 -6.599648 -19.775965 -0.10 -0.11 0.27 0.251
H 4.314259 -7.803180 -18.966296 -0.49 0.38 0.36 0.365
H 5.702537 -7.931716 -20.929669 0.04 -0.04 0.28 0.396
H 5.751341 -6.373452 -20.139175 -0.10 0.16 -0.06 0.261
H 4.257776 -5.494034 -22.033761 0.17 0.11 0.02 0.260
H 4.145972 -7.128907 -22.662241 -0.08 0.02 0.05 0.352
H 4.815636 -4.727516 -23.858084 0.23 0.24 0.03 0.419
H 4.917544 -6.178702 -24.801822 0.02 -0.14 0.15 0.462
H 6.159698 -4.295249 -25.920124 -0.53 0.18 0.40 0.408
H 7.175296 -5.585716 -25.687421 -0.16 -0.46 0.40 0.342
H 7.002088 -3.231910 -23.792783 0.21 0.28 -0.19 0.254
H 8.369598 -3.621264 -24.888273 -0.15 0.13 -0.10 0.412
H 8.929530 -4.396435 -22.616121 -0.29 0.14 0.27 0.414
H 8.702222 -5.752029 -23.622340 -0.08 -0.01 -0.11 0.350
H 6.553307 -4.625084 -21.769968 0.04 -0.03 0.13 0.446
H 7.538860 -6.105166 -21.517480 -0.30 -0.09 0.13 0.513
H 5.786311 -8.211990 -23.601777 0.22 -0.19 -0.29 0.311
H 7.341696 -7.945011 -22.783364 -0.13 0.21 0.24 0.357
H 7.127394 -7.338046 -24.417320 -0.12 0.01 -0.05 0.470
C 1.903837 -15.868327 -19.157903 0.24 -0.72 1.43 -1.451
C 2.276934 -14.458621 -18.700412 -0.37 0.02 -0.26 -0.100
C 1.002951 -13.765205 -18.223460 0.04 -0.59 0.03 -0.867
N 1.174775 -12.324851 -17.797709 -1.16 1.22 0.14 0.543
C -0.165363 -11.778843 -17.355115 -0.74 0.04 0.21 -0.607
C -1.141458 -11.702570 -18.504820 -1.03 -0.93 -0.41 -0.528
C -0.634154 -11.037517 -19.766756 0.87 0.83 -0.28 0.386
C 0.822214 -11.425925 -20.149385 -1.08 0.02 1.09 -1.046
C 1.701871 -11.440000 -18.915292 1.15 -1.09 -0.08 -0.659
C 2.063614 -12.171523 -16.625206 1.03 -0.37 0.17 -0.895
H 1.381056 -16.400609 -18.353798 -0.36 0.23 -0.12 0.357
H 2.788097 -16.500887 -19.233261 0.09 0.25 -0.67 0.413
H 1.283966 -15.885462 -20.049056 0.17 0.00 -0.14 0.378
H 2.724457 -13.981816 -19.575739 -0.10 0.36 0.14 0.204
H 3.020118 -14.440704 -17.904371 0.06 -0.35 -0.04 0.331
H 0.529611 -14.272522 -17.377434 0.58 -0.02 0.32 0.501
H 0.213144 -13.895519 -18.963464 0.24 0.72 -0.32 0.377
H -0.586540 -12.447222 -16.601237 0.29 -0.22 -0.04 0.421
H -0.050455 -10.828662 -16.833654 0.52 0.15 -0.41 0.226
H -1.511164 -12.721012 -18.671630 0.30 -0.01 -0.40 0.609
H -2.081705 -11.222624 -18.221699 0.32 0.32 0.45 -0.137
H -1.272379 -11.212538 -20.632183 -0.17 -0.19 0.14 0.653
H -0.663531 -9.956956 -19.587444 0.09 0.02 -0.04 -0.552
H 0.767977 -12.419316 -20.591159 0.46 0.08 -0.31 0.360
H 1.243702 -10.683073 -20.821680 -0.03 -0.24 -0.31 0.518
H 2.666755 -11.914214 -19.115051 -0.02 0.17 -0.36 0.509
H 1.968385 -10.462765 -18.515508 -0.63 0.13 0.20 0.234
H 3.050862 -12.591099 -16.818751 -0.16 -0.16 -0.19 0.388
H 1.648863 -12.681849 -15.758988 -0.16 0.05 -0.06 0.378
H 2.238627 -11.114885 -16.431208 -0.41 0.05 0.03 0.176
C -2.283345 -3.204881 -19.700036 0.89 0.60 -0.04 -1.419
C -2.062290 -2.861485 -18.227973 -0.62 -0.46 0.64 0.032
C -0.658273 -3.193637 -17.796139 0.87 0.07 1.09 -0.344
N -0.285148 -2.738334 -16.368735 0.26 0.03 -0.04 0.567
C -0.256454 -1.212539 -16.328273 0.12 0.11 0.74 -0.572
C 0.409880 -0.617140 -15.083947 0.93 -0.70 0.78 -0.927
C 1.797460 -1.242023 -14.803481 -0.49 -0.50 -0.45 -0.830
C 1.680467 -2.763874 -14.802451 0.45 -0.01 0.03 0.372
C 1.121950 -3.256741 -16.122013 -0.51 0.80 0.28 0.249
C -1.210396 -3.337712 -15.345781 0.31 1.30 -0.47 -0.863
H -1.541866 -2.661638 -20.293378 -0.19 0.17 -0.08 0.420
H -3.264582 -2.890429 -20.041617 -0.08 -0.24 -0.02 0.444
H -2.061845 -4.250348 -19.914743 -0.42 -0.14 0.19 0.166
H -2.750928 -3.442656 -17.601981 0.07 -0.29 -0.22 -0.045
H -2.339740 -1.842468 -17.951129 0.27 0.23 -0.60 0.371
H 0.146835 -2.724970 -18.363269 -0.38 0.03 -0.51 0.567
H -0.442760 -4.263981 -17.766059 -0.32 -0.08 -0.29 0.049
H 0.333281 -0.870307 -17.177192 -0.36 -0.20 -0.36 0.371
H -1.299808 -0.918690 -16.386887 0.09 0.34 -0.25 0.431
H 0.589148 0.453824 -15.158861 -0.59 0.08 -0.39 0.543
H -0.182217 -0.781015 -14.180956 -0.23 0.15 -0.09 0.341
H 2.510193 -1.011825 -15.603139 -0.07 0.34 0.02 0.178
H 2.217573 -0.878677 -13.868574 -0.09 0.09 0.02 0.452
H 2.687516 -3.185997 -14.721920 -0.10 -0.15 0.12 0.073
H 1.098184 -3.141530 -13.959485 0.04 0.04 0.05 -0.178
H 1.682475 -2.777769 -16.927089 0.30 -0.56 -0.11 0.593
H 1.088693 -4.342342 -16.174041 0.06 0.10 -0.32 -0.933
H -1.018912 -2.830365 -14.403596 0.21 -0.44 0.17 0.501
H -0.996787 -4.402306 -15.355378 -0.42 -0.12 0.24 0.066
H -2.222538 -3.038473 -15.604372 -0.09 -0.50 -0.16 0.356
C -2.664181 -7.562301 -21.191624 0.68 -0.30 0.31 -1.135
C -4.108594 -7.977059 -20.950041 0.06 0.70 -0.31 -0.584
C -4.276818 -8.949539 -19.815113 -0.63 -0.13 1.16 0.085
N -5.514208 -8.752501 -18.909839 -0.23 -0.83 -1.17 0.492
C -6.737331 -8.914247 -19.794738 -0.75 1.33 0.04 -0.644
C -8.027921 -9.042808 -19.011986 -0.58 -0.89 -0.13 -0.580
C -7.982288 -10.187859 -17.990230 -0.53 0.88 0.25 -0.877
C -6.777641 -10.001982 -17.081953 0.30 -0.30 -0.25 -0.330
C -5.498526 -9.895967 -17.935171 -0.82 0.02 0.92 -0.631
C -5.518420 -7.430519 -18.202319 -0.47 -1.01 -0.50 -0.718
H -2.299913 -6.927142 -20.380538 -0.14 0.19 -0.13 0.056
H -2.571974 -7.057359 -22.150462 0.01 0.13 0.07 0.506
H -1.954488 -8.395469 -21.194768 -0.25 -0.19 -0.19 0.187
H -4.518370 -8.397346 -21.868267 -0.15 0.03 0.08 0.454
H -4.631370 -7.035917 -20.756094 -0.26 -0.18 -0.07 0.330
H -3.480624 -8.943407 -19.067891 0.40 0.00 -0.43 -0.284
H -4.454816 -9.952245 -20.198487 0.44 -0.11 0.07 0.580
H -6.625736 -9.747006 -20.485857 0.41 -0.10 0.19 0.480
H -6.795653 -7.982077 -20.360393 0.16 -0.21 -0.32 0.397
H -8.842132 -9.281219 -19.701244 0.25 0.10 -0.31 0.436
H -8.361924 -8.092736 -18.587642 0.30 -0.03 0.31 0.261
H -8.002673 -11.171803 -18.461300 0.29 0.07 -0.20 0.338
H -8.915887 -10.135703 -17.427895 0.12 -0.12 0.20 0.410
H -6.644370 -10.894542 -16.468133 0.03 0.13 0.18 0.529
H -6.917882 -9.149784 -16.413441 0.07 0.01 0.02 -0.135
H -5.486469 -10.836405 -18.485123 0.48 0.17 -0.32 0.559
H -4.611598 -9.782829 -17.311309 0.11 -0.09 -0.12 0.249
H -5.427066 -6.643950 -18.945244 0.39 0.05 0.13 0.394
H -4.716854 -7.494157 -17.474119 0.05 0.50 0.04 -0.108
H -6.504070 -7.335964 -17.753731 0.16 0.06 0.31 0.255
C -2.162160 -5.649138 -11.680531 -0.85 -0.91 -1.36 -1.303
C -0.697351 -5.568589 -12.111243 -0.04 -0.30 1.86 0.201
C -0.156866 -6.901172 -12.619689 0.48 0.54 -0.96 -0.306
N 1.364693 -7.067364 -12.465849 -1.60 -1.11 0.02 -0.006
C 1.739695 -8.352841 -13.204471 1.02 1.04 -0.92 -0.349
C 3.244263 -8.452102 -13.352028 0.74 -1.05 0.28 -0.999
C 3.899415 -7.253772 -13.988318 0.69 0.04 0.53 -0.263
C 3.518193 -6.004703 -13.187673 -0.71 0.32 -1.69 -0.583
C 1.988795 -5.859566 -13.139419 1.29 -1.04 1.36 -0.091
C 1.624193 -7.324612 -10.993509 -0.06 0.63 -0.81 -0.681
H -2.639999 -4.672879 -11.663679 0.18 0.08 0.60 0.479
H -2.374269 -6.266614 -10.809249 0.39 0.49 0.44 0.443
H -2.747525 -6.192953 -12.440075 0.24 0.16 -0.19 -0.078
H -0.138416 -5.348431 -11.194755 -0.04 0.43 -0.14 0.368
H -0.577118 -4.709384 -12.766778 0.26 -0.28 -0.37 -0.361
H -0.313969 -6.924372 -13.699341 -0.15 -0.44 0.00 -0.036
H -0.599916 -7.774297 -12.147440 -0.20 0.10 0.08 0.585
H 1.344975 -8.220561 -14.215698 -0.40 -0.32 0.13 0.044
H 1.385913 -9.243932 -12.696298 -0.57 0.25 0.08 0.574
H 3.495527 -9.363888 -13.903203 -0.33 0.06 -0.16 0.504
H 3.716463 -8.657274 -12.384726 -0.10 0.22 0.07 0.436
H 3.712617 -7.170576 -15.064067 -0.66 0.19 0.12 -0.171
H 4.986359 -7.369626 -13.975702 -0.02 -0.10 0.31 0.600
H 3.860320 -5.183438 -13.825038 0.13 0.39 0.60 -0.037
H 3.942951 -5.933929 -12.189738 0.23 -0.11 -0.07 0.493
H 1.579266 -5.856618 -14.148996 -0.21 0.33 0.08 -0.223
H 1.724308 -5.029202 -12.490388 -0.22 0.27 -0.46 0.760
H 1.131338 -6.540754 -10.427043 0.44 0.05 0.21 0.349
H 2.695160 -7.384729 -10.842056 -0.06 0.04 0.34 0.432
H 1.120871 -8.262301 -10.781119 0.21 -0.10 0.18 0.333
N -0.049288 -6.752236 -16.463184 -3.00 -0.74 -0.37 0.107
S -1.439088 -7.455389 -17.041181 -2.58 0.97 1.75 0.620
O -1.419076 -8.845326 -17.367947 0.69 0.33 -0.03 -0.373
O -2.291666 -6.599427 -17.825356 1.02 -0.21 0.42 -0.239
F -2.149840 -7.437263 -15.609664 0.13 0.07 -0.21 -0.400
S 0.934760 -7.220616 -17.537722 5.57 0.00 -2.61 0.615
O 0.546648 -7.136733 -18.919554 -0.60 0.07 0.84 -0.622
O 1.771554 -8.329439 -17.180160 -0.61 -0.09 0.35 -0.501
F 2.006220 -5.990759 -17.392083 -0.59 -0.26 0.13 -0.267
```
Positions in Å, forces in eV/Å.

Results
Net charge: +6
Total energy (eV): -114762.275
E_LUMO (eV): -10.2
Highest occupied orbital energy (eV): -21.06